{
  "formula": "C26H28IrN2O5PS",
  "method": "ωB97M-V/def2-TZVPD",
  "orbital_gap_ev": 7.92,
  "relative_energy_kj_mol": 40.3,
  "lumo_ha": -0.2385,
  "fmax_ev_per_a": 0.506,
  "total_charge": 2,
  "homo_energy_ev": -14.412,
  "species": ["Ir", "O", "S", "O", "O", "C", "C", "C", "C", "C", "C", "P", "C", "C", "C", "C", "C", "C", "C", "C", "C", "C", "C", "C", "H", "H", "H", "H", "H", "H", "H", "H", "H", "H", "H", "H", "H", "H", "C", "C", "C", "N", "H", "H", "H", "H", "H", "O", "C", "O", "C", "N", "C", "C", "C", "H", "H", "H", "H", "H", "H", "H", "H", "H"],
  "positions_angstrom": [[1.411, 0.518, -1.232], [1.782, 1.607, -4.934], [1.116, 1.094, -3.805], [1.736, -0.124, -3.128], [0.995, 2.022, -2.594], [-0.514, 0.553, -4.158], [-0.962, 0.532, -5.463], [-2.235, 0.037, -5.724], [-3.023, -0.435, -4.689], [-2.557, -0.416, -3.377], [-1.289, 0.069, -3.092], [-0.781, 0.181, -1.345], [-1.769, 1.495, -0.640], [-2.980, 1.164, -0.026], [-3.800, 2.166, 0.466], [-3.416, 3.495, 0.350], [-2.217, 3.824, -0.267], [-1.392, 2.832, -0.764], [-1.151, -1.377, -0.535], [-1.152, -2.561, -1.270], [-1.328, -3.776, -0.624], [-1.494, -3.812, 0.753], [-1.475, -2.633, 1.491], [-1.296, -1.417, 0.854], [-0.328, 0.904, -6.256], [-2.608, 0.026, -6.739], [-4.012, -0.821, -4.896], [-3.197, -0.778, -2.581], [-3.300, 0.134, 0.056], [-4.739, 1.907, 0.935], [-4.058, 4.277, 0.735], [-1.921, 4.860, -0.360], [-0.464, 3.108, -1.242], [-1.025, -2.543, -2.346], [-1.347, -4.692, -1.199], [-1.648, -4.758, 1.254], [-1.624, -2.666, 2.562], [-1.306, -0.495, 1.425], [3.156, -4.328, 0.682], [3.454, -3.464, -0.549], [2.763, -2.183, -0.506], [2.199, -1.187, -0.462], [3.517, -5.337, 0.498], [2.087, -4.378, 0.880], [3.662, -3.940, 1.564], [3.140, -3.953, -1.474], [4.519, -3.247, -0.647], [-0.290, 1.960, 1.986], [0.798, 1.445, 1.779], [1.426, 1.301, 0.677], [1.616, 0.988, 2.998], [0.810, 1.377, 4.217], [1.643, 2.318, 5.058], [3.067, 1.971, 4.660], [2.956, 1.722, 3.158], [1.734, -0.094, 2.981], [0.513, 0.566, 4.752], [-0.033, 1.830, 3.813], [1.405, 2.169, 6.108], [1.367, 3.330, 4.768], [3.392, 1.067, 5.180], [3.762, 2.769, 4.913], [3.778, 1.131, 2.763], [2.928, 2.665, 2.609]],
  "forces_ev_per_a": [[-0.2, 0.1, 0.1], [-0.1, 0.0, -0.1], [-0.1, 0.0, 0.2], [0.3, 0.2, -0.1], [0.2, 0.1, -0.1], [0.0, -0.1, 0.3], [0.0, 0.1, 0.0], [0.0, 0.0, 0.0], [0.0, 0.0, 0.0], [0.0, 0.0, 0.0], [0.1, 0.0, 0.0], [-0.2, -0.2, 0.0], [0.0, -0.1, 0.1], [-0.1, 0.0, -0.1], [0.0, 0.0, 0.0], [0.0, 0.0, 0.0], [0.0, 0.0, 0.0], [0.0, 0.0, 0.0], [0.0, 0.0, -0.1], [0.0, 0.0, 0.0], [0.0, 0.0, 0.0], [0.0, 0.0, 0.0], [0.0, 0.0, 0.0], [0.0, 0.1, 0.0], [0.0, 0.0, 0.0], [0.0, 0.0, 0.0], [0.0, 0.0, 0.0], [0.0, 0.0, 0.0], [0.0, 0.0, 0.0], [0.0, 0.0, 0.0], [0.0, 0.0, 0.0], [0.0, 0.0, 0.0], [0.0, 0.0, 0.0], [0.0, 0.0, 0.0], [0.0, 0.0, 0.0], [0.0, 0.0, 0.0], [0.0, 0.0, 0.0], [0.0, 0.0, 0.0], [0.0, 0.0, 0.0], [0.0, 0.0, 0.0], [-0.1, 0.0, 0.2], [-0.3, 0.0, -0.2], [0.0, 0.0, 0.0], [0.0, 0.0, 0.0], [0.0, 0.0, 0.0], [0.0, 0.0, 0.0], [0.0, 0.0, 0.0], [-0.2, -0.2, 0.0], [0.1, 0.2, -0.1], [0.4, -0.3, -0.2], [0.0, 0.2, 0.0], [0.0, 0.0, 0.0], [0.0, 0.0, 0.0], [0.0, 0.0, 0.0], [0.0, 0.0, 0.0], [0.0, 0.0, 0.0], [0.0, 0.0, 0.0], [0.0, 0.0, 0.0], [0.0, 0.0, 0.0], [0.0, 0.0, 0.0], [0.0, 0.0, 0.0], [0.0, 0.0, 0.0], [0.0, 0.0, 0.0], [0.0, 0.0, 0.0]],
  "nbo_charge": [0.976, -0.825, 2.382, -0.889, -0.899, -0.346, -0.145, -0.160, -0.178, -0.111, -0.403, 1.446, -0.439, -0.207, -0.146, -0.170, -0.181, -0.163, -0.460, -0.120, -0.219, -0.165, -0.196, -0.192, 0.265, 0.251, 0.246, 0.226, 0.224, 0.227, 0.237, 0.236, 0.240, 0.225, 0.240, 0.240, 0.230, 0.233, -0.592, -0.530, 0.541, -0.446, 0.250, 0.221, 0.226, 0.279, 0.281, -0.641, 0.807, -0.751, -0.159, -0.524, -0.221, -0.422, -0.410, 0.236, 0.432, 0.475, 0.243, 0.230, 0.221, 0.261, 0.249, 0.234]
}


{
  "formula": "C26H28N5OPdS",
  "method": "ωB97M-V/def2-TZVPD",
  "orbital_gap_ev": 6.57,
  "lumo_ha": 0.1044,
  "fmax_ev_per_a": 2.590,
  "total_charge": -1,
  "homo_energy_ev": -3.727,
  "species": ["Pd", "N", "C", "C", "C", "C", "C", "C", "C", "C", "N", "C", "H", "H", "H", "H", "H", "H", "H", "H", "C", "C", "N", "C", "C", "C", "S", "N", "C", "O", "C", "C", "C", "C", "C", "C", "H", "H", "H", "H", "H", "H", "H", "H", "H", "H", "H", "H", "H", "H", "H", "C", "C", "C", "N", "C", "C", "H", "H", "H", "H", "H"],
  "positions_angstrom": [[-0.989, -2.809, -0.614], [4.396, 1.092, -3.045], [4.478, 2.105, -2.158], [5.612, 2.754, -1.769], [5.503, 3.814, -0.845], [4.306, 4.220, -0.303], [3.131, 3.422, -0.553], [1.851, 3.486, 0.107], [0.750, 2.797, -0.252], [0.905, 1.929, -1.356], [2.061, 1.727, -1.959], [3.173, 2.447, -1.556], [5.167, 0.431, -3.173], [3.445, 0.720, -3.186], [6.616, 2.569, -2.204], [6.383, 4.369, -0.555], [4.218, 5.017, 0.450], [1.813, 4.091, 1.029], [-0.133, 2.770, 0.355], [0.058, 1.351, -1.667], [-5.650, -0.072, -1.385], [-5.605, -1.063, -0.219], [-4.565, -0.773, 0.721], [-4.804, 0.146, 1.826], [-4.468, 1.627, 1.508], [-3.319, -1.193, 0.407], [-3.111, -2.076, -1.102], [-2.336, -1.039, 1.310], [-1.497, -0.021, 1.439], [-1.592, 1.130, 0.988], [-0.246, -0.369, 2.222], [0.192, -1.708, 2.247], [1.383, -2.030, 2.862], [2.157, -1.039, 3.435], [1.739, 0.278, 3.410], [0.586, 0.608, 2.748], [-6.412, -0.336, -2.122], [-4.679, -0.133, -1.897], [-5.918, 0.930, -1.044], [-5.368, -2.063, -0.556], [-6.572, -1.145, 0.320], [-4.205, -0.169, 2.700], [-5.850, 0.044, 2.192], [-3.493, 1.624, 1.026], [-4.359, 2.095, 2.488], [-5.232, 2.140, 0.982], [-0.374, -2.383, 1.662], [1.698, -3.083, 3.007], [3.069, -1.315, 3.932], [2.391, 1.053, 3.743], [0.213, 1.610, 2.597], [0.695, -4.153, -0.627], [0.357, -4.434, -1.964], [0.928, -3.764, -3.074], [1.795, -2.819, -2.968], [2.087, -2.448, -1.698], [1.653, -3.117, -0.537], [0.565, -4.885, 0.153], [-0.299, -5.241, -2.206], [0.729, -4.129, -4.059], [2.826, -1.668, -1.637], [2.149, -2.918, 0.431]],
  "forces_ev_per_a": [[1.3, -1.0, -0.7], [0.1, -1.5, -1.3], [-1.7, -0.3, 0.5], [0.9, 0.6, 0.0], [-0.7, 0.7, 0.3], [-0.5, -0.8, 0.9], [-0.8, -0.1, -0.6], [1.4, 1.7, 1.4], [0.8, -0.6, -0.5], [0.8, 0.0, 0.0], [0.4, 0.5, 0.3], [0.3, -0.2, -0.2], [-0.6, 0.7, 0.1], [0.8, 0.2, 0.3], [-0.9, -0.2, 0.2], [0.2, 0.0, -0.1], [0.3, -0.3, -0.4], [0.0, -0.1, -0.5], [-0.4, 0.1, -0.1], [-0.2, -0.4, -0.3], [-0.2, -0.3, -0.1], [-1.3, -0.1, 0.1], [0.5, 0.2, 0.2], [-0.3, 0.3, 0.7], [0.5, -1.4, 1.3], [-0.2, 0.1, 0.1], [0.3, 0.6, 1.0], [0.0, 0.0, -0.5], [0.3, -0.5, 0.3], [0.1, 0.3, -0.4], [0.5, -1.1, -0.3], [0.0, 1.6, 0.1], [0.1, -1.0, 0.6], [-0.1, -0.1, 0.4], [0.6, -0.1, -0.7], [-1.5, 0.2, -0.2], [-0.1, -0.3, 0.1], [-0.3, 0.5, 0.2], [0.4, 0.0, 0.0], [-0.3, -0.2, -0.5], [0.4, 0.3, -0.2], [0.0, 0.0, -0.6], [0.4, -0.1, -0.6], [-0.2, 0.4, -0.2], [0.1, 0.3, 0.0], [-0.7, 0.4, -0.7], [-0.6, -1.0, -0.1], [-0.2, 0.7, -0.5], [0.3, 0.0, 0.1], [0.3, 0.4, 0.5], [0.3, 0.3, 0.2], [0.9, 0.4, -0.8], [-0.8, 0.3, -0.7], [-0.9, -1.6, 1.1], [1.0, 1.6, 0.8], [0.2, -0.7, 0.4], [0.5, 0.7, 0.1], [-0.2, 0.0, 0.2], [-0.3, -0.5, 0.0], [-0.4, -0.2, -0.6], [0.1, 0.3, 0.3], [-0.5, 0.2, -0.7]],
  "nbo_charge": [0.090, -0.834, 0.294, -0.359, -0.176, -0.267, -0.069, -0.157, -0.251, 0.082, -0.450, 0.084, 0.384, 0.428, 0.207, 0.201, 0.205, 0.198, 0.264, 0.211, -0.632, -0.222, -0.434, -0.207, -0.645, 0.408, -0.344, -0.695, 0.639, -0.732, -0.123, -0.162, -0.240, -0.216, -0.254, -0.131, 0.199, 0.244, 0.197, 0.235, 0.180, 0.219, 0.184, 0.276, 0.195, 0.188, 0.228, 0.203, 0.198, 0.201, 0.214, -0.306, -0.275, 0.021, -0.446, -0.021, -0.246, 0.225, 0.213, 0.173, 0.186, 0.225]
}


{
  "formula": "C26H28N6O2",
  "method": "ωB97M-V/def2-TZVPD",
  "orbital_gap_ev": 7.69,
  "relative_energy_kj_mol": 15.4,
  "lumo_ha": 0.0000,
  "fmax_ev_per_a": 1.546,
  "smiles": "Cc1cccc2cc([C@H](c3nnnn3C[C@H]3CCCO3)N3CCCc4ccccc43)c(=O)[nH]c12",
  "homo_energy_ev": -7.694,
  "species": ["C", "C", "C", "C", "C", "C", "C", "C", "C", "C", "N", "N", "N", "N", "C", "C", "C", "C", "C", "O", "N", "C", "C", "C", "C", "C", "C", "C", "C", "C", "C", "O", "N", "C", "H", "H", "H", "H", "H", "H", "H", "H", "H", "H", "H", "H", "H", "H", "H", "H", "H", "H", "H", "H", "H", "H", "H", "H", "H", "H", "H", "H"],
  "positions_angstrom": [[-4.273, -2.958, 1.137], [-3.070, -3.137, 0.261], [-3.018, -4.127, -0.699], [-1.909, -4.284, -1.530], [-0.839, -3.430, -1.420], [-0.853, -2.409, -0.462], [0.205, -1.458, -0.338], [0.159, -0.464, 0.575], [1.221, 0.604, 0.705], [0.650, 1.985, 0.622], [1.243, 3.034, 1.147], [0.512, 4.088, 0.829], [-0.494, 3.756, 0.138], [-0.456, 2.428, -0.034], [-1.516, 1.776, -0.746], [-2.818, 1.774, 0.094], [-3.661, 3.025, -0.154], [-4.498, 2.602, -1.360], [-4.699, 1.106, -1.103], [-3.628, 0.670, -0.273], [2.301, 0.429, -0.246], [2.323, 1.301, -1.401], [3.310, 0.799, -2.444], [4.688, 0.726, -1.803], [4.620, -0.185, -0.610], [5.721, -0.935, -0.238], [5.678, -1.801, 0.840], [4.492, -1.938, 1.537], [3.376, -1.207, 1.176], [3.422, -0.297, 0.115], [-0.946, -0.370, 1.522], [-1.031, 0.471, 2.404], [-1.940, -1.297, 1.344], [-1.965, -2.277, 0.391], [-4.018, -3.106, 2.187], [-5.044, -3.675, 0.871], [-4.679, -1.953, 1.015], [-3.858, -4.797, -0.809], [-1.903, -5.074, -2.265], [0.020, -3.531, -2.066], [1.043, -1.531, -1.017], [1.632, 0.556, 1.725], [-1.674, 2.319, -1.681], [-1.231, 0.747, -0.971], [-2.549, 1.661, 1.149], [-4.304, 3.211, 0.707], [-3.042, 3.901, -0.329], [-3.947, 2.759, -2.287], [-5.444, 3.133, -1.424], [-5.639, 0.918, -0.569], [-4.695, 0.512, -2.022], [1.313, 1.325, -1.830], [2.598, 2.328, -1.115], [3.306, 1.475, -3.300], [3.012, -0.194, -2.787], [5.428, 0.354, -2.515], [5.000, 1.727, -1.492], [6.635, -0.830, -0.807], [6.551, -2.369, 1.120], [4.425, -2.626, 2.367], [2.460, -1.364, 1.723], [-2.743, -1.195, 1.951]],
  "forces_ev_per_a": [[0.1, 0.0, -0.1], [0.0, 0.0, 0.0], [0.1, 0.2, 0.1], [0.1, -0.1, -0.1], [-0.1, 0.0, 0.1], [-0.4, -0.1, 0.1], [0.0, 0.4, 0.4], [0.2, -0.2, -0.1], [0.1, -0.3, 0.2], [-0.5, 0.5, -0.2], [0.6, -1.0, 0.2], [0.2, 0.9, 0.2], [-1.1, 0.1, -0.7], [1.4, 0.0, 0.7], [-0.8, -0.3, -0.1], [0.3, 0.3, 0.2], [0.0, -0.2, 0.0], [0.1, -0.2, 0.1], [-0.4, 0.0, -0.2], [0.1, -0.1, -0.1], [-0.2, 0.2, 0.0], [0.0, 0.1, -0.4], [0.0, 0.2, 0.1], [-0.1, 0.0, -0.1], [0.1, 0.1, -0.1], [-0.1, 0.0, 0.1], [0.1, -0.1, 0.0], [0.1, 0.0, 0.0], [-0.1, 0.1, 0.1], [0.3, -0.3, 0.1], [-0.1, -0.3, 0.0], [0.2, 0.2, 0.2], [-0.3, 0.0, 0.3], [0.3, -0.4, -0.6], [-0.1, 0.0, 0.1], [-0.1, 0.0, 0.0], [-0.1, 0.1, 0.1], [-0.1, 0.0, 0.0], [0.0, -0.1, -0.1], [0.1, 0.0, -0.1], [0.2, 0.1, 0.0], [-0.1, 0.0, -0.2], [0.1, -0.1, 0.0], [0.0, 0.2, 0.0], [0.0, 0.0, -0.2], [0.0, 0.0, 0.0], [0.0, 0.0, 0.0], [0.0, 0.0, 0.0], [0.0, 0.0, -0.1], [0.1, 0.0, -0.1], [0.0, 0.1, 0.1], [0.1, 0.1, 0.0], [-0.1, -0.1, -0.1], [0.0, 0.0, 0.0], [0.0, 0.0, -0.1], [0.0, 0.0, 0.1], [0.0, 0.0, -0.1], [0.1, 0.0, -0.1], [0.1, -0.1, 0.0], [0.0, 0.0, 0.1], [-0.1, 0.0, 0.0], [0.1, 0.1, 0.0]],
  "nbo_charge": [-0.646, -0.056, -0.172, -0.236, -0.160, -0.144, -0.135, -0.069, -0.127, 0.365, -0.299, -0.057, -0.083, -0.201, -0.260, 0.087, -0.436, -0.438, -0.069, -0.545, -0.450, -0.207, -0.396, -0.416, -0.092, -0.185, -0.240, -0.196, -0.289, 0.255, 0.613, -0.632, -0.573, 0.264, 0.218, 0.228, 0.226, 0.211, 0.217, 0.215, 0.232, 0.264, 0.219, 0.238, 0.222, 0.214, 0.244, 0.201, 0.225, 0.170, 0.182, 0.194, 0.196, 0.217, 0.200, 0.216, 0.214, 0.207, 0.210, 0.212, 0.209, 0.423]
}